Formula: C45H125N13O12
Source: the OMol25 dataset
Level of theory: ωB97M-V with the def2-TZVPD basis set

```
195
Properties=species:S:1:pos:R:3:forces:R:3:mulliken_charge:R:1
C -2.212 3.744 1.485 0.45 0.29 -1.83 -0.47
O -0.983 4.459 1.496 0.69 -0.55 0.50 -0.09
C -0.656 5.321 0.429 -0.01 1.59 0.55 0.01
C 0.139 6.539 0.995 -0.57 -0.26 0.81 0.79
C -0.762 7.321 2.004 1.04 0.55 -0.47 -1.52
N 0.659 7.409 -0.070 -1.03 0.82 0.65 -0.74
H -2.215 2.998 2.264 -0.02 0.35 0.74 0.26
H -2.303 3.120 0.571 0.01 0.41 0.07 -0.16
H -3.031 4.474 1.491 -0.18 -0.41 0.33 0.38
H 0.011 4.923 -0.311 0.15 -0.98 -0.52 -0.44
H -1.549 5.706 -0.050 -0.38 0.10 -0.22 0.57
H 1.005 6.072 1.508 -0.48 0.18 0.33 -0.19
H -1.444 8.041 1.493 0.50 -0.62 0.16 0.36
H -0.107 7.907 2.688 -0.52 -0.29 -0.32 0.40
H -1.350 6.625 2.596 0.03 -0.01 0.04 0.35
H 0.880 8.357 0.297 -0.11 -1.17 -0.41 0.26
H 1.469 6.987 -0.474 0.57 -0.05 -0.29 0.22
C -4.712 -0.425 0.483 -0.34 -1.81 0.28 -0.76
O -4.500 -1.162 1.687 -0.59 0.19 -1.01 -0.44
C -3.664 -0.541 2.572 1.70 -0.85 2.59 -0.47
C -3.278 -1.502 3.780 -1.74 1.54 -0.21 1.75
C -4.617 -1.920 4.386 -0.13 -0.92 1.09 -1.45
N -2.496 -0.776 4.786 1.87 -0.68 -1.34 -0.63
H -5.096 0.550 0.650 -0.38 1.07 0.38 0.40
H -5.452 -1.016 -0.060 0.09 0.23 -0.15 0.30
H -3.808 -0.373 -0.097 0.60 0.10 -0.35 0.15
H -2.723 -0.221 2.158 0.56 0.23 -0.78 0.10
H -4.046 0.316 3.121 -0.86 0.58 -0.35 0.58
H -2.700 -2.326 3.413 0.27 -0.56 -0.16 -0.87
H -5.318 -2.189 3.617 -0.44 0.26 -0.45 0.37
H -5.065 -1.176 5.083 0.42 -0.09 -0.74 0.32
H -4.582 -2.841 4.986 0.51 0.17 0.03 0.29
H -1.549 -0.611 4.369 -0.61 -0.50 0.79 0.02
H -2.838 0.153 4.843 -0.78 1.05 0.40 0.40
C -2.997 -7.089 -3.115 0.62 -1.16 -0.83 -0.84
O -2.687 -6.870 -1.800 0.38 0.50 1.94 -0.34
C -2.431 -5.520 -1.390 -0.01 -0.39 0.64 -0.79
C -2.368 -5.424 0.196 -1.64 -0.61 -0.79 0.22
C -3.686 -6.027 0.755 1.18 0.74 -0.25 -1.53
N -2.201 -4.096 0.741 -0.57 0.03 0.36 0.32
H -2.704 -8.142 -3.314 -0.65 0.49 -0.08 0.26
H -2.441 -6.503 -3.807 1.14 0.78 -0.54 0.31
H -4.001 -6.859 -3.412 -1.10 -0.24 0.30 0.33
H -1.483 -5.205 -1.840 -0.02 0.23 0.04 0.43
H -3.247 -4.898 -1.761 -0.07 0.36 0.05 0.37
H -1.535 -6.001 0.559 0.42 -0.55 -0.14 0.33
H -4.492 -5.325 0.574 -0.35 -0.02 -0.31 0.40
H -3.627 -6.149 1.815 0.20 -0.01 0.85 0.31
H -3.858 -6.990 0.330 -0.36 -0.53 -0.44 0.45
H -3.068 -3.575 0.839 -0.10 -0.25 -0.08 -0.03
H -1.594 -3.546 0.183 1.03 0.67 -0.55 -0.24
C -3.195 0.539 -4.559 -1.96 -0.02 1.54 -0.49
O -2.453 -0.531 -4.003 0.02 0.62 -0.84 -0.45
C -1.070 -0.547 -4.265 0.06 -2.56 1.59 0.70
C -0.560 -1.040 -5.591 -0.60 -0.49 -1.54 0.06
C -1.110 -2.500 -5.762 2.24 0.33 0.77 -1.25
N 0.937 -0.936 -5.683 -1.15 -1.22 0.36 -0.62
H -4.230 0.260 -4.243 0.49 0.29 -0.57 0.29
H -3.205 0.644 -5.637 0.45 -0.17 -0.34 0.33
H -3.079 1.539 -4.074 0.71 -0.64 -0.33 0.01
H -0.598 0.326 -3.968 0.78 2.30 0.35 0.33
H -0.713 -1.302 -3.509 -0.02 0.49 -0.58 -0.54
H -1.014 -0.466 -6.421 0.44 0.17 0.29 0.30
H -0.526 -3.047 -4.967 -1.13 -0.06 -0.55 0.17
H -0.891 -2.999 -6.699 0.35 0.30 -0.33 0.39
H -2.182 -2.535 -5.656 -0.24 0.04 0.59 0.32
H 1.352 -1.636 -5.043 -0.27 0.67 -0.45 0.28
H 1.263 -0.016 -5.412 -0.15 0.04 0.09 0.24
C -2.938 3.977 -2.114 -0.14 0.73 1.65 -0.15
O -3.683 4.719 -3.071 1.31 -0.70 0.31 -0.55
C -2.786 4.995 -4.174 1.22 -0.89 2.31 0.03
C -3.629 5.507 -5.248 -0.38 0.77 -1.44 0.40
C -4.313 6.829 -4.899 -0.97 -0.63 0.35 -1.65
N -4.572 4.474 -5.605 -1.20 0.94 -0.65 -0.66
H -3.494 3.946 -1.174 -0.47 0.15 -0.17 0.40
H -2.005 4.507 -1.779 -0.45 -0.54 -0.86 0.02
H -2.754 2.913 -2.317 0.19 0.27 -0.72 -0.05
H -1.967 5.616 -3.757 -0.37 0.28 -0.51 0.37
H -2.311 4.030 -4.409 -0.02 0.16 -0.47 0.04
H -3.079 5.774 -6.166 0.29 -0.52 0.30 0.28
H -4.816 6.798 -3.936 0.07 -0.22 0.23 0.30
H -5.124 6.926 -5.622 0.27 0.57 -0.19 0.44
H -3.629 7.668 -4.852 0.12 0.12 -0.36 0.35
H -4.247 3.724 -6.162 0.55 -0.55 -0.37 0.19
H -5.176 4.156 -4.876 0.01 -0.05 0.47 0.24
C 4.199 0.950 1.789 -0.89 0.11 -0.50 -0.72
O 2.898 0.733 2.347 0.90 0.11 -0.20 0.45
C 2.408 1.772 3.125 -2.18 -2.00 1.85 -1.47
C 1.065 1.283 3.810 -0.12 0.61 -0.24 2.69
C 0.498 2.476 4.570 0.79 0.79 0.61 -1.46
N 1.143 0.146 4.713 1.26 -0.84 -0.63 -0.47
H 4.387 2.024 1.604 -0.11 -0.42 -0.03 0.32
H 4.117 0.403 0.849 0.52 0.16 -0.17 -0.05
H 5.023 0.542 2.381 -0.18 -0.03 0.29 0.21
H 3.014 1.979 3.987 0.97 0.36 0.42 0.32
H 2.151 2.668 2.623 0.11 1.02 -1.13 0.44
H 0.319 0.942 3.083 0.40 0.54 -0.47 -1.48
H -0.502 2.317 4.921 -0.77 -0.25 -0.15 0.38
H 0.521 3.431 3.980 0.03 -0.83 0.54 0.24
H 1.052 2.596 5.542 -0.07 0.20 -0.95 0.36
H 1.615 0.407 5.572 0.07 -0.02 0.07 0.36
H 1.729 -0.596 4.261 -0.83 0.63 0.62 -0.10
C -3.223 -4.828 7.602 -1.13 -0.50 0.63 -0.83
O -3.030 -5.030 6.243 -0.17 0.48 -0.50 -0.36
C -1.974 -4.196 5.762 -0.51 0.47 2.69 -0.72
C -1.632 -4.618 4.429 1.64 -2.18 -2.49 0.50
C -1.393 -6.158 4.335 -0.94 -0.06 -0.52 -1.72
N -0.502 -3.901 3.873 1.44 1.21 1.45 0.16
H -3.572 -3.854 7.941 0.56 0.88 -0.54 0.29
H -2.296 -5.090 8.106 -0.09 -0.16 0.64 0.33
H -4.113 -5.399 7.918 0.72 -0.64 -0.09 0.28
H -2.327 -3.165 5.781 0.29 0.24 0.06 0.38
H -1.125 -4.303 6.496 -0.30 0.18 -0.74 0.52
H -2.396 -4.370 3.719 -0.97 0.00 -0.13 -0.03
H -1.135 -6.412 3.288 -0.01 0.17 0.49 0.34
H -2.261 -6.806 4.616 0.62 0.73 -0.07 0.28
H -0.553 -6.395 4.970 0.38 -0.28 0.26 0.41
H -0.364 -4.112 2.921 -0.24 -0.36 -1.26 0.25
H 0.450 -3.903 4.307 -1.48 -0.23 0.11 -0.02
C 6.242 -5.185 2.771 -0.38 0.46 -1.30 -0.89
O 5.185 -4.456 3.356 0.05 -0.80 0.70 -0.35
C 5.152 -3.068 3.068 -0.75 -0.79 0.17 -0.80
C 3.952 -2.437 3.838 0.72 -0.38 0.86 1.87
C 4.257 -2.386 5.363 2.18 -0.61 -0.36 -1.60
N 2.712 -3.189 3.783 -0.48 -1.25 -0.84 -0.34
H 6.136 -5.323 1.678 -0.17 0.41 0.27 0.20
H 6.412 -6.161 3.150 -0.94 -1.05 0.90 0.32
H 7.188 -4.759 2.967 1.20 1.21 0.07 0.38
H 6.048 -2.580 3.399 0.82 0.31 0.28 0.55
H 5.122 -3.004 1.987 -0.40 0.56 -0.39 0.23
H 3.849 -1.412 3.461 -0.34 -0.20 -0.02 -1.08
H 4.271 -3.399 5.808 -0.51 0.42 -0.31 0.34
H 3.669 -1.712 5.946 -0.91 0.24 0.10 0.33
H 5.298 -2.062 5.554 -0.22 0.12 -0.32 0.39
H 2.940 -4.175 3.985 0.11 0.62 0.45 0.45
H 2.343 -3.327 2.845 0.07 0.75 -0.25 0.10
C -0.229 3.727 -6.746 1.33 -0.75 0.42 -0.79
O 0.295 3.099 -5.558 -0.61 -0.80 -0.94 -0.17
C 0.891 3.903 -4.605 -0.25 2.23 0.06 0.23
C 2.396 4.059 -4.602 0.80 1.96 -0.04 0.24
C 3.158 2.847 -4.182 0.79 -0.41 -0.55 -1.21
N 2.750 5.219 -3.710 -0.22 -0.33 0.07 -0.56
H 0.544 4.151 -7.374 0.61 0.18 0.00 0.33
H -0.936 4.514 -6.583 -0.69 0.34 0.62 0.25
H -0.640 2.923 -7.326 -0.53 -0.32 -0.14 0.24
H 0.527 4.950 -4.768 -0.07 -0.58 0.45 0.30
H 0.631 3.594 -3.583 -0.39 -0.18 -0.18 -0.53
H 2.786 4.417 -5.528 -0.14 -0.17 -1.31 0.47
H 3.061 2.754 -3.126 -0.51 -0.64 1.03 0.15
H 4.251 2.967 -4.295 -0.48 0.01 -0.43 0.40
H 2.804 1.963 -4.751 0.26 0.34 0.54 0.22
H 2.325 4.996 -2.818 0.01 0.29 0.51 0.16
H 2.419 6.159 -3.994 -0.09 -1.18 -0.18 0.26
C 0.625 2.164 -0.805 1.12 -1.00 -0.65 0.07
O 0.678 0.809 -0.458 -1.15 -1.20 0.29 0.76
C -0.505 0.323 0.173 0.75 1.74 0.94 -1.49
C -0.419 -1.088 0.533 1.00 -3.25 -0.09 1.91
C 0.552 -1.515 1.671 -0.33 0.70 -1.54 0.97
N -0.216 -1.975 -0.620 0.30 -0.70 0.68 -0.17
H -0.177 2.384 -1.494 -0.46 0.10 -0.48 -0.20
H 1.604 2.304 -1.273 -0.30 0.65 -0.02 -0.21
H 0.531 2.766 0.057 -0.05 0.92 1.06 0.17
H -0.710 0.884 1.103 0.25 0.23 -0.03 -0.40
H -1.419 0.444 -0.384 -0.30 0.37 -1.10 0.56
H -1.411 -1.390 0.856 -0.37 0.23 0.47 -0.55
H 0.409 -2.548 1.952 -0.06 -0.22 -0.38 -0.38
H 0.166 -0.960 2.497 0.59 0.46 1.01 -0.98
H 1.603 -1.310 1.377 -0.65 0.11 0.51 -0.20
H -0.848 -1.751 -1.339 -0.86 0.34 -1.16 0.29
H 0.712 -2.024 -1.002 0.46 0.41 0.21 -0.45
C 3.183 -0.779 -2.242 -1.28 -0.98 0.06 -0.64
O 2.985 -1.562 -1.063 -0.17 0.57 0.01 1.02
C 4.021 -2.458 -0.741 0.44 0.10 -1.99 -0.83
C 4.178 -3.622 -1.764 -1.44 1.46 0.64 0.13
C 2.757 -4.215 -1.968 0.17 0.15 -0.49 -0.92
N 5.200 -4.484 -1.214 -1.08 -1.06 0.04 -0.46
H 2.948 -1.391 -3.161 0.65 0.65 0.68 0.12
H 4.148 -0.321 -2.224 0.99 0.01 -0.37 0.39
H 2.469 0.037 -2.203 -0.31 -0.03 0.10 -0.41
H 4.986 -1.960 -0.773 0.37 0.48 0.28 0.51
H 3.870 -2.819 0.248 -0.41 -0.46 0.73 -0.32
H 4.445 -3.172 -2.716 0.32 0.04 -0.29 0.22
H 2.095 -3.337 -2.194 0.47 -0.91 0.39 -0.13
H 2.407 -4.708 -1.044 0.00 0.13 -0.43 0.39
H 2.655 -4.886 -2.855 0.32 0.23 0.80 0.42
H 4.873 -5.407 -1.471 0.86 -0.37 0.19 0.24
H 6.140 -4.314 -1.530 -0.01 0.00 -0.33 0.22
N 4.113 5.420 0.789 0.71 1.14 0.89 -0.49
C 3.622 5.352 -0.468 -0.14 -2.39 -1.51 0.35
N 4.421 5.955 -1.420 -0.19 0.28 2.06 -0.41
O 2.652 4.596 -0.721 0.87 2.04 0.14 -0.21
H 3.448 5.204 1.508 -0.05 -0.21 0.19 0.22
H 4.762 6.181 1.005 -0.55 -0.50 -0.06 0.21
H 4.149 5.926 -2.360 -0.46 -0.55 -1.57 0.22
H 5.400 6.060 -1.220 -0.07 0.16 0.06 0.20
```
Forces are in eV/Å.

- SMILES string = COC[C@H](C)N.COC[C@H](C)N.COC[C@H](C)N.COC[C@H](C)N.COC[C@H](C)N.COC[C@H](C)N.COC[C@H](C)N.COC[C@H](C)N.COC[C@H](C)N.COC[C@H](C)N.COC[C@H](C)N.NC(N)=O
- HOMO (eV) = -8.07
- spin multiplicity = 1
- E (Ha) = -3403.940543